[1]
Entry from OMol25: a cluster of 3 separate species, C18H39IN2O7S2 in total (wB97M-V/def2-TZVPD).

Last column: Löwdin charge in e.
Positions of all 69 atoms, in Å:
C  3.7213  2.4009  0.6424  -0.1155
C  3.7147  1.3099  -0.4726  -0.2416
C  2.7892  0.1080  -0.1012  -0.1832
C  1.7975  -0.2528  -1.2571  -0.1789
N  0.6569  -0.9552  -0.6315  0.0561
C  0.0782  -1.9386  -1.4522  -0.5317
O  0.4279  -3.0693  -1.3623  0.1539
O  -0.8626  -1.6398  -2.4211  -0.0278
C  -2.1027  -1.1462  -1.9001  -0.8183
I  -3.3557  -0.7398  -3.6774  0.9779
C  -2.8084  -2.2894  -1.1572  -0.1160
C  -4.0864  -1.6883  -0.4160  -0.2814
C  -5.3908  -2.5465  -0.6233  0.0019
O  -4.5541  -2.4667  0.6590  -0.1299
O  -2.0139  -0.0120  -1.1360  -0.1347
C  -1.4230  1.1146  -1.7803  -0.2210
C  -2.4042  2.3069  -1.9533  -0.2188
N  -3.2303  2.4351  -0.7281  -0.0563
C  -3.6732  3.8560  -0.6775  -0.1888
C  -4.9259  4.0104  0.2118  -0.4184
C  -4.7746  3.2066  1.5304  -0.0552
O  -6.0411  3.5651  -0.5621  -0.0490
H  4.3349  2.0469  1.4854  0.0459
H  4.1040  3.3560  0.2382  0.0657
H  2.6998  2.5957  1.0149  0.0708
H  4.7224  0.9029  -0.6524  0.0714
H  3.2765  1.7861  -1.3657  0.0962
H  3.3716  -0.7766  0.2123  0.1176
H  2.1346  0.3559  0.7604  0.1081
H  2.3405  -0.8811  -1.9873  0.1333
H  1.4454  0.6895  -1.7137  0.0997
H  0.8701  -1.3074  0.2924  0.1289
H  -3.2053  -3.0409  -1.8479  0.1052
H  -2.2235  -2.7072  -0.3236  0.1106
H  -4.2039  -0.5903  -0.3864  0.1354
H  -5.3116  -3.5840  -0.9569  0.1028
H  -6.2668  -2.1846  -0.0775  0.1058
H  -0.6182  1.4736  -1.1082  0.1205
H  -0.9496  0.9014  -2.7520  0.1132
H  -1.7730  3.2111  -2.0807  0.1190
H  -3.0842  2.1511  -2.8041  0.0745
H  -2.6412  2.2796  0.0881  0.1036
H  -3.8994  4.2188  -1.6948  0.1219
H  -2.8087  4.4555  -0.3192  0.1235
H  -5.0867  5.0859  0.4410  0.1361
H  -3.8646  3.5911  2.0292  0.0853
H  -4.6194  2.1329  1.3505  0.0729
H  -5.6734  3.3583  2.1495  0.0799
H  -6.7140  3.2462  0.0544  0.0847
C  0.3168  -6.1298  2.1979  -0.2720
S  -0.6482  -4.6869  2.6765  0.7953
O  -1.2218  -4.9620  4.0197  -0.5532
C  -1.9602  -4.9347  1.4701  -0.2727
H  1.1812  -6.1969  2.8564  0.0478
H  -0.2900  -7.0302  2.2995  0.0565
H  0.6534  -6.0149  1.1668  0.0521
H  -2.4201  -5.9127  1.6171  0.0618
H  -1.5452  -4.8611  0.4632  0.0458
H  -2.7098  -4.1556  1.6113  0.0360
C  7.6427  2.7905  0.2878  -0.2563
S  7.1800  1.1214  0.7778  0.7930
O  6.3961  1.2282  2.0366  -0.5419
C  8.8416  0.5942  1.2269  -0.2677
H  6.7386  3.3249  0.0004  0.0402
H  8.1190  3.3025  1.1244  0.0610
H  8.3229  2.7434  -0.5633  0.0550
H  9.2398  1.2489  2.0027  0.0589
H  9.4817  0.6212  0.3445  0.0533
H  8.7863  -0.4255  1.6038  0.0509

2S+1	1
frontier orbital gap	9.051	eV
total charge	0

=====

[2]
Entry from OMol25: a structure of composition C18H39IrN4OPSi (wB97M-V/def2-TZVPD).

Last column: Mulliken spin population.
Positions of all 65 atoms, in Å:
Ir  0.1922  0.0684  -1.1496  1.2868
Si  0.3322  -2.1150  -2.1316  0.3841
P  0.6624  1.2648  -2.9862  0.1848
N  -1.6156  0.1421  -0.9560  1.0047
H  0.6165  1.3658  -0.2876  0.2966
C  0.9779  3.0402  -2.8241  0.0389
H  1.1241  3.4403  -3.8383  0.0034
H  1.8785  3.2054  -2.2163  0.0035
H  0.1158  3.5250  -2.3454  0.0017
C  2.0975  0.5972  -3.8864  0.0127
H  2.2084  1.2264  -4.7800  0.0037
H  1.9208  -0.4475  -4.1752  0.0053
H  2.9979  0.6617  -3.2579  0.0082
C  -0.7609  1.0990  -4.1044  0.0060
H  -0.5028  1.6366  -5.0266  0.0018
H  -1.6452  1.5468  -3.6301  0.0017
H  -0.9550  0.0392  -4.3137  -0.0009
C  2.0214  -2.9429  -2.2854  0.0169
H  2.4276  -3.1658  -1.2903  0.0006
H  2.7248  -2.3114  -2.8414  -0.0005
H  1.8759  -3.8864  -2.8297  0.0122
H  -0.5165  -3.1007  -1.4183  0.0572
H  -0.1495  -1.9652  -3.5336  0.0631
C  -2.9270  0.0496  -1.2253  -0.1321
C  -5.1969  0.8816  -0.8941  -0.1092
C  -3.8415  0.9964  -0.6513  0.2333
C  -3.4570  -0.9872  -2.0735  0.2272
C  -4.8187  -1.0609  -2.2942  -0.0975
C  -5.6908  -0.1382  -1.7113  0.2180
H  -5.8742  1.5986  -0.4407  -0.0043
H  -3.4015  1.7821  -0.0248  0.0051
H  -2.7440  -1.7033  -2.5028  0.0124
H  -5.2110  -1.8510  -2.9281  -0.0023
H  -6.7583  -0.2131  -1.8962  0.0155
C  3.3553  -0.0477  -0.1934  0.7953
O  2.3651  -0.4788  -0.8199  0.2938
C  3.2772  0.6359  1.0955  -0.0854
H  4.1814  1.1702  1.3882  0.0139
H  3.2823  -0.2379  1.7587  0.0937
H  2.3840  1.2529  1.2001  -0.0005
C  4.7322  -0.4339  -0.6002  0.0284
H  5.3363  0.4731  -0.7080  0.0353
H  4.7061  -1.0026  -1.5300  0.0082
H  5.2017  -1.0367  0.1887  0.0026
C  -2.6897  0.2452  2.7305  0.0099
N  -1.5199  0.0621  3.5760  0.0026
C  -1.6922  0.1487  4.9807  -0.0004
C  -0.2708  -0.2581  3.1323  0.0192
N  0.0321  -0.3228  1.8652  0.0317
N  0.7277  -0.5269  4.0263  0.0081
C  1.0546  -0.0464  5.3641  0.0010
C  1.9791  -0.8153  3.3877  -0.0049
H  -3.5601  0.3643  3.3744  -0.0017
H  -2.8445  -0.6121  2.0644  -0.0023
H  -2.5842  1.1237  2.0824  -0.0018
H  -1.2682  -0.7385  5.4536  0.0002
H  -1.1866  1.0433  5.3525  0.0002
H  -2.7319  0.2303  5.2350  -0.0003
H  -0.8383  -0.0648  1.3975  -0.0277
H  1.5914  -0.8666  5.8632  0.0002
H  1.7506  0.8081  5.2898  -0.0001
H  0.2491  0.2355  6.0317  0.0002
H  1.8742  -1.5525  2.5974  0.0093
H  2.3641  0.1286  2.9910  0.0094
H  2.6342  -1.1587  4.1750  0.0035

2S+1	6
energy relative to the best compared isomer or geometry (same formula, charge and spin)	1.587	eV
<S²>	8.808
frontier orbital gap (alpha / beta)	4.484 / 4.963	eV
total charge	0

=====

[3]
Entry from OMol25: a cluster of 6 separate species, C18H39N2O11 in total (wB97M-V/def2-TZVPD).

Last column: Löwdin charge in e.
Positions of all 70 atoms, in Å:
O  17.3778  11.4952  20.1273  0.1140
H  18.1971  11.5407  19.5460  0.0756
H  17.5348  10.8676  20.9516  0.0384
H  17.0380  12.4002  20.4033  0.0790
C  16.8257  9.2979  24.1217  -0.0053
C  16.8405  9.2416  22.7637  -0.3188
C  16.0068  8.1464  22.0495  -0.3614
O  16.0095  8.0496  20.7852  -0.0841
C  15.2495  7.2893  22.8409  -0.0113
C  15.2960  7.2800  24.2644  -0.4057
C  16.2256  8.2781  24.9285  -0.3940
O  16.3956  8.2281  26.1227  0.0479
O  14.5645  6.5646  24.9395  0.0057
O  17.5440  10.0720  22.0839  -0.1137
H  17.4839  9.9726  24.6607  0.1008
H  14.6364  6.5966  22.2808  0.0990
O  20.2333  10.2769  23.2500  -0.0804
H  19.3798  10.3028  22.7754  0.0001
H  19.9741  10.2598  24.1761  0.0299
O  15.2187  9.5863  18.6789  -0.1204
H  14.8196  8.9575  18.0698  0.0092
H  15.4663  9.0247  19.4699  -0.0047
C  12.0389  14.8576  22.2106  -0.1104
O  13.2341  14.4709  21.5722  -0.1954
C  13.4110  13.0819  21.5735  -0.2426
C  14.6202  12.7800  20.7423  -0.1743
N  15.8434  13.4617  21.2169  -0.0667
C  16.2169  13.1409  22.6058  -0.1842
C  17.5591  13.7043  22.9845  -0.2219
O  18.5732  13.0213  22.2934  -0.1891
C  19.8428  13.4017  22.7083  -0.1327
H  12.0457  15.9418  22.3290  0.0833
H  11.9690  14.4022  23.2040  0.0911
H  11.1689  14.6117  21.5886  0.0883
H  12.5462  12.6037  21.0918  0.1323
H  13.5189  12.6769  22.5852  0.1247
H  14.4985  13.1765  19.7297  0.1278
H  14.8095  11.7205  20.5783  0.1207
H  15.5797  14.4454  21.1937  0.1112
H  16.2759  12.0474  22.7091  0.1228
H  15.4495  13.4156  23.3441  0.1216
H  17.6765  13.6487  24.0772  0.1295
H  17.5872  14.7854  22.7372  0.1270
H  20.5925  12.8649  22.1286  0.0771
H  19.9891  13.1728  23.7693  0.0895
H  20.0339  14.4724  22.5244  0.0868
C  17.7245  14.6164  18.1258  -0.0891
O  18.6079  13.6937  18.7206  -0.1857
C  19.6280  13.3427  17.8586  -0.2625
C  20.4434  12.1993  18.4250  -0.1718
N  19.5729  11.0054  18.6278  -0.0547
C  20.1307  10.0094  19.5563  -0.1764
C  21.3106  9.2332  19.0473  -0.2311
O  20.8769  8.4580  17.9538  -0.1837
C  21.9254  7.7115  17.3845  -0.1168
H  18.2978  15.4222  17.6491  0.0858
H  17.1072  15.0426  18.9085  0.0809
H  17.1312  14.1019  17.3643  0.0972
H  20.3156  14.1900  17.6875  0.1268
H  19.2656  13.0297  16.8651  0.1295
H  21.0162  12.4678  19.3112  0.1231
H  21.1688  11.9111  17.6504  0.1167
H  19.4881  10.6041  17.6994  0.1265
H  19.3175  9.3531  19.8837  0.1372
H  20.4152  10.5145  20.4875  0.1196
H  21.6494  8.5648  19.8507  0.1342
H  22.1225  9.9167  18.7573  0.1204
H  22.3587  7.0645  18.1552  0.0890
H  22.6985  8.3728  16.9643  0.0848
H  21.5387  7.1314  16.5508  0.0845

2S+1	1
energy relative to the best compared isomer or geometry (same formula, charge and spin)	0.000	eV
frontier orbital gap	5.596	eV
total charge	-1